(1)
{
  "formula": "C6Cl5NiS4",
  "method": "ωB97M-V/def2-TZVPD",
  "elements": ["Ni", "Cl", "C", "C", "C", "Cl", "C", "Cl", "C", "Cl", "C", "Cl", "S", "S", "S", "S"],
  "positions_angstrom": [[0.51212, 0.86227, 1.72313], [-1.94959, 1.57235, 0.58674], [-1.17589, 0.39342, -0.46310], [0.06418, -0.05600, -0.02572], [0.65595, -0.98636, -0.87086], [2.21971, -1.62918, -0.43131], [0.07032, -1.43637, -2.05234], [0.86196, -2.59782, -3.06052], [-1.17660, -0.94369, -2.43211], [-1.92605, -1.48414, -3.89189], [-1.81917, -0.00812, -1.62432], [-3.36367, 0.61865, -2.07042], [2.50471, 0.11990, 2.39637], [3.00108, 0.99269, 4.12155], [1.51066, 2.29974, 4.72499], [0.01028, 2.28267, 3.36981]],
  "homo_energy_ev": [-4.0, -4.5],
  "charge": -1,
  "orbital_gap_ha": [0.244, 0.228],
  "lumo_energy_ha": [0.0957, 0.0644],
  "multiplicity": 3
}

***

(2)
{
  "formula": "C4H10N2",
  "method": "ωB97M-V/def2-TZVPD",
  "elements": ["C", "C", "C", "C", "N", "N", "H", "H", "H", "H", "H", "H", "H", "H", "H", "H"],
  "positions_angstrom": [[1.00359, 1.20626, -0.21166], [0.35914, 0.07639, -1.04958], [-0.78666, -0.56485, -0.29118], [-0.61376, -1.74641, 0.41992], [-1.95023, 0.22824, -0.02774], [1.64743, 0.74620, 1.03608], [0.28796, 1.95866, 0.13057], [1.77206, 1.67149, -0.84038], [0.02092, 0.52997, -1.98552], [1.05693, -0.74670, -1.18603], [-1.14374, -1.86411, 1.37394], [0.13157, -2.48895, 0.16045], [-2.25369, 0.84812, -0.75107], [-2.50698, -0.19690, 0.69219], [2.09488, -0.15089, 0.87619], [0.88059, 0.49348, 1.65381]],
  "homo_energy_ev": [1.5, -2.3],
  "charge": -1,
  "orbital_gap_ha": [0.117, 0.248],
  "lumo_energy_ha": [0.1738, 0.1633],
  "multiplicity": 2
}

***

(3)
{
  "formula": "C58H78F10N9O3PS",
  "method": "ωB97M-V/def2-TZVPD",
  "elements": ["C", "C", "C", "F", "C", "C", "C", "C", "C", "C", "C", "C", "C", "C", "C", "C", "O", "C", "C", "C", "O", "C", "C", "S", "C", "C", "C", "P", "N", "O", "C", "C", "C", "N", "C", "F", "F", "C", "F", "F", "C", "F", "F", "C", "F", "F", "F", "H", "H", "H", "H", "H", "H", "H", "H", "H", "H", "H", "H", "H", "H", "H", "H", "H", "H", "H", "H", "H", "H", "H", "H", "H", "H", "H", "H", "H", "C", "C", "C", "C", "N", "H", "H", "H", "H", "H", "H", "H", "C", "C", "C", "C", "N", "H", "H", "H", "H", "H", "H", "H", "C", "C", "C", "C", "N", "H", "H", "H", "H", "H", "H", "H", "C", "C", "C", "C", "N", "H", "H", "H", "H", "H", "H", "H", "C", "C", "C", "C", "N", "H", "H", "H", "H", "H", "H", "H", "C", "C", "C", "C", "N", "H", "H", "H", "H", "H", "H", "H", "C", "C", "C", "C", "N", "H", "H", "H", "H", "H", "H", "H"],
  "positions_angstrom": [[3.96090, 3.15755, 3.25459], [2.53928, 2.87117, 3.84536], [1.96955, 1.52298, 3.38000], [0.67598, 1.39596, 3.91557], [1.84346, 1.38852, 1.86196], [1.83917, 2.50456, 1.03295], [1.69862, 2.33139, -0.35759], [1.62894, 3.67067, -1.13397], [0.23357, 4.28864, -0.82613], [0.05745, 5.49681, -0.16400], [-1.27023, 5.92280, 0.08260], [-2.36459, 5.17390, -0.31289], [-3.81501, 5.58004, -0.03357], [-2.18496, 3.95221, -1.00429], [-0.88123, 3.52834, -1.24492], [1.60436, 1.06460, -0.95011], [1.47723, 0.89500, -2.30808], [2.55373, 1.35903, -3.13254], [3.98732, 1.34728, -2.54597], [4.53145, 2.73260, -2.08818], [4.85343, 0.91886, -3.62870], [1.59023, -0.09996, -0.11409], [1.69646, 0.13075, 1.26007], [1.60096, -1.29121, 2.37298], [0.29260, -2.19341, 1.52083], [-0.72202, -2.84404, 2.21329], [-1.73533, -3.49343, 1.48924], [-3.08122, -4.29333, 2.47283], [-4.19399, -4.82293, 1.25306], [-2.41370, -5.63038, 3.22232], [-1.70716, -3.48064, 0.09163], [-0.67160, -2.80948, -0.56513], [0.36262, -2.15628, 0.10801], [1.41069, -1.45294, -0.60166], [2.61261, -2.22993, -0.73086], [3.73302, -1.47827, -0.71660], [2.80013, -3.11016, 0.31764], [2.61929, -3.21733, -1.96811], [3.80183, -3.89347, -1.84758], [1.65711, -4.15197, -1.86637], [2.64848, -2.55909, -3.37944], [3.26678, -3.46008, -4.20252], [3.37459, -1.43884, -3.45476], [1.25330, -2.31941, -4.06283], [0.64545, -3.47756, -4.36434], [0.43901, -1.51916, -3.38526], [1.52034, -1.73139, -5.25572], [4.44824, 2.18392, 3.08480], [4.57022, 3.71080, 3.98620], [3.86127, 3.74457, 2.33506], [2.68139, 2.79519, 4.94088], [1.83573, 3.70887, 3.70544], [2.62146, 0.74269, 3.81214], [1.91891, 3.50444, 1.46012], [2.41949, 4.33678, -0.75627], [1.64142, 3.54189, -2.22024], [0.91969, 6.08358, 0.16392], [-1.45644, 6.85410, 0.62742], [-4.34466, 5.92134, -0.93705], [-3.89603, 6.27866, 0.81016], [-4.32807, 4.65430, 0.28717], [-3.02843, 3.34630, -1.33937], [-0.73944, 2.57569, -1.77359], [2.38411, 2.35962, -3.57990], [2.57725, 0.68751, -4.00642], [4.17008, 0.63690, -1.72937], [3.98283, 3.58396, -2.51818], [4.38393, 2.79163, -0.99164], [5.61168, 2.83071, -2.26511], [5.26887, 1.69820, -4.01276], [-0.72169, -2.83320, 3.30769], [-4.69054, -3.97893, 0.95662], [-4.89023, -5.38824, 1.74070], [-2.55762, -5.45943, 4.16089], [-2.49012, -3.94515, -0.51204], [-0.65612, -2.77663, -1.65783], [-3.38652, 3.95451, 5.84940], [-3.46779, 2.43713, 5.71966], [-2.32615, 1.84886, 4.88362], [-2.35993, 2.39605, 3.51582], [-2.38615, 2.83240, 2.44874], [-3.47350, 4.44539, 4.87873], [-4.19885, 4.32725, 6.47485], [-2.44073, 4.25783, 6.30518], [-4.42862, 2.16886, 5.27270], [-3.44228, 1.99062, 6.71640], [-2.41697, 0.76314, 4.82888], [-1.36183, 2.08340, 5.33249], [-5.16141, -9.11151, 1.20312], [-5.18047, -9.23796, 2.72267], [-6.48222, -8.72421, 3.34862], [-6.66859, -7.29613, 3.03776], [-6.81385, -6.18011, 2.78749], [-5.22691, -8.06925, 0.88565], [-4.23200, -9.51481, 0.80051], [-5.99224, -9.66029, 0.75340], [-4.33152, -8.68848, 3.13611], [-5.04776, -10.28681, 2.99605], [-6.45436, -8.84678, 4.43200], [-7.33852, -9.28299, 2.96729], [-8.39701, 2.94560, 1.98665], [-7.09086, 2.30331, 1.52989], [-5.95533, 2.47497, 2.54278], [-5.68042, 3.91202, 2.75209], [-5.47401, 5.03572, 2.90821], [-8.29271, 4.02575, 2.10508], [-9.18328, 2.77389, 1.24997], [-8.72871, 2.52643, 2.93968], [-6.79564, 2.73629, 0.57194], [-7.25638, 1.23726, 1.36241], [-5.04807, 1.99020, 2.17821], [-6.22191, 2.02080, 3.49946], [7.14553, 0.83611, -0.15354], [8.42244, 1.27905, 0.55210], [8.15460, 1.89756, 1.92804], [7.30303, 3.09476, 1.79580], [6.63070, 4.02607, 1.69287], [6.48557, 1.68103, -0.35152], [7.38149, 0.37581, -1.11453], [6.59679, 0.10496, 0.44632], [8.94803, 1.99619, -0.07937], [9.08028, 0.41634, 0.67235], [9.09311, 2.18619, 2.40300], [7.65343, 1.17823, 2.57896], [-4.45641, -3.81861, -5.07278], [-4.06692, -2.38338, -4.73750], [-3.32772, -2.26307, -3.40085], [-4.18001, -2.73986, -2.29697], [-4.84558, -3.11452, -1.43376], [-5.14875, -4.22837, -4.33552], [-4.95226, -3.86109, -6.04314], [-3.57626, -4.46391, -5.11339], [-4.96871, -1.76531, -4.71700], [-3.42705, -1.99167, -5.53173], [-3.05652, -1.22469, -3.20818], [-2.40920, -2.85312, -3.41802], [-6.95353, 2.22194, -3.83592], [-5.51325, 2.61850, -4.14174], [-4.49086, 1.62922, -3.57430], [-4.61010, 1.55608, -2.10600], [-4.70559, 1.51325, -0.95764], [-7.14636, 2.20920, -2.76175], [-7.64682, 2.93567, -4.28202], [-7.18199, 1.23161, -4.23721], [-5.32361, 3.61530, -3.73730], [-5.38150, 2.68130, -5.22401], [-3.47744, 1.94577, -3.82868], [-4.65007, 0.63507, -3.99265], [12.27839, -2.04616, -2.86738], [12.37085, -2.03089, -1.34558], [11.18944, -1.31385, -0.68410], [11.13290, 0.09396, -1.12009], [11.09936, 1.19225, -1.46861], [12.30100, -1.03636, -3.28041], [13.12171, -2.59044, -3.29355], [11.35856, -2.53244, -3.19970], [13.30544, -1.54927, -1.04976], [12.40994, -3.05888, -0.97951], [11.29203, -1.34057, 0.40176], [10.24925, -1.80245, -0.94716]],
  "homo_energy_ev": -7.5,
  "smiles": "CC[C@@H](F)c1cc(Cc2ccc(C)cc2)c(OC[C@H](C)O)c2c1Sc1cc(P(N)O)ccc1N2C(F)(F)C(F)(F)C(F)(F)C(F)(F)F.CCCC#N.CCCC#N.CCCC#N.CCCC#N.CCCC#N.CCCC#N.CCCC#N",
  "orbital_gap_ha": 0.292,
  "lumo_energy_ha": 0.0151
}

***

(4)
{
  "formula": "C4H6N2",
  "method": "ωB97M-V/def2-TZVPD",
  "elements": ["N", "C", "C", "C", "C", "N", "H", "H", "H", "H", "H", "H"],
  "positions_angstrom": [[-2.25259, 1.50884, -1.78584], [-1.43586, 1.12026, -1.06541], [-0.40682, 0.61907, -0.14384], [-0.50599, -0.83305, 0.39986], [0.98136, -0.93494, 0.02764], [0.85130, 0.19494, -0.73432], [-0.25767, 1.33261, 0.68210], [-0.79360, -0.94857, 1.44296], [-1.11375, -1.47052, -0.24757], [1.80900, -1.02714, 0.91108], [1.53658, -0.34580, 1.61146], [1.58803, 0.78430, -1.09812]],
  "homo_energy_ev": -8.5,
  "orbital_gap_ha": 0.327,
  "lumo_energy_ha": 0.0156
}

***

(5)
{
  "formula": "C7H19NSi",
  "method": "ωB97M-V/def2-TZVPD",
  "elements": ["C", "C", "C", "C", "C", "C", "C", "N", "Si", "H", "H", "H", "H", "H", "H", "H", "H", "H", "H", "H", "H", "H", "H", "H", "H", "H", "H", "H"],
  "positions_angstrom": [[-1.32902, 0.12414, -2.03654], [0.45464, 3.33999, -0.82715], [0.07503, -2.96172, 1.44231], [-1.54689, -1.21266, 1.73159], [2.66451, -0.99395, 0.68978], [-0.66650, 1.48638, -2.22402], [-0.53053, 2.23121, -0.94311], [-0.16868, -1.54653, 1.50206], [0.97145, -0.30630, 1.17527], [-2.33489, 0.24477, -1.63878], [-0.74832, -0.46595, -1.32663], [-1.39311, -0.41020, -2.98313], [0.04952, 4.28694, -1.21202], [0.72901, 3.50869, 0.21377], [1.35701, 3.11570, -1.39403], [-0.53981, -3.43728, 0.66878], [1.12153, -3.15330, 1.22363], [-0.17239, -3.42922, 2.40296], [-1.89299, -1.62958, 2.68425], [-1.65594, -0.13190, 1.75624], [-2.18453, -1.60950, 0.93234], [2.62568, -1.61632, -0.19908], [3.33883, -0.16889, 0.48470], [3.10200, -1.58146, 1.49624], [0.31943, 1.35431, -2.67742], [-1.27274, 2.06289, -2.94366], [-1.41437, 2.30038, -0.32639], [1.04208, 0.59936, 2.32805]],
  "homo_energy_ev": [-7.3, -6.4],
  "orbital_gap_ha": [0.282, 0.269],
  "lumo_energy_ha": [0.0151, 0.0348]
}

***

(6)
{
  "formula": "CH3FINS",
  "method": "ωB97M-V/def2-TZVPD",
  "elements": ["C", "N", "F", "S", "I", "H", "H", "H"],
  "positions_angstrom": [[1.22956, 0.26968, 0.05769], [0.15864, -0.48761, 0.76075], [-1.77578, -1.76897, -1.04781], [-1.27248, -0.72348, 0.72608], [-2.61209, 1.14363, -0.13390], [2.12361, 0.48609, 0.55076], [0.71787, 1.22349, -0.07758], [1.43067, -0.14282, -0.83600]],
  "homo_energy_ev": -10.1,
  "orbital_gap_ha": 0.328,
  "lumo_energy_ha": -0.0414
}